1.
71
Properties=species:S:1:pos:R:3:forces:R:3 method="wB97M-V/def2-TZVPD" total_energy_ev=-110576.244 total_charge=+1 e_homo_ev=-10.757 orbital_gap_ev=8.3 largest_force_ev_per_a=0.70 lumo_energy_ev=-2.42 multiplicity=1
Ba -0.058 0.115 0.318 0.203 0.548 -0.198
O -1.828 -0.911 1.806 -0.173 0.209 0.010
C -1.060 -1.901 1.901 -0.291 -0.557 0.308
O 0.198 -1.796 1.921 0.262 0.016 0.095
C -1.639 -3.282 1.805 0.033 -0.004 -0.090
C -2.330 -3.877 2.850 0.037 0.021 -0.028
C -2.828 -5.161 2.692 -0.017 -0.007 0.031
C -2.655 -5.836 1.492 -0.035 -0.044 0.036
C -1.983 -5.233 0.442 0.042 0.072 -0.026
C -1.460 -3.952 0.591 -0.014 0.051 0.053
P -0.589 -3.054 -0.749 -0.040 -0.182 -0.145
C -1.409 -3.636 -2.270 0.002 0.026 0.036
C -1.140 -4.861 -2.879 0.041 -0.026 0.028
C -1.830 -5.244 -4.017 -0.009 -0.010 -0.022
C -2.798 -4.410 -4.560 -0.001 0.008 -0.004
C -3.077 -3.190 -3.962 0.003 -0.001 -0.005
C -2.380 -2.805 -2.826 -0.017 0.030 0.032
C 1.052 -3.855 -0.803 -0.016 0.073 -0.044
C 1.654 -4.332 0.356 -0.031 -0.014 0.048
C 2.947 -4.833 0.314 0.028 -0.015 -0.003
C 3.654 -4.853 -0.879 -0.009 0.006 -0.023
C 3.064 -4.370 -2.040 0.040 -0.019 0.023
C 1.772 -3.873 -1.998 0.008 0.010 0.042
H -2.471 -3.339 3.778 -0.011 -0.004 0.010
H -3.360 -5.635 3.505 -0.006 -0.001 0.012
H -3.053 -6.834 1.371 -0.007 -0.012 0.001
H -1.878 -5.760 -0.496 0.010 -0.006 -0.027
H -0.382 -5.517 -2.464 -0.023 0.021 -0.019
H -1.613 -6.196 -4.481 0.001 -0.014 -0.010
H -3.335 -4.711 -5.450 -0.009 -0.009 -0.011
H -3.833 -2.540 -4.381 -0.007 0.011 0.001
H -2.601 -1.850 -2.358 0.010 -0.039 -0.028
H 1.115 -4.307 1.295 0.003 -0.006 -0.005
H 3.403 -5.213 1.219 0.006 0.001 0.013
H 4.660 -5.249 -0.907 0.025 -0.007 -0.002
H 3.607 -4.384 -2.977 0.002 -0.003 0.002
H 1.308 -3.515 -2.908 -0.034 0.027 -0.076
C 1.690 2.244 -3.870 -0.029 0.007 -0.022
As 1.101 0.619 -2.974 -0.010 -0.092 -0.016
C 0.085 -0.192 -4.425 0.027 -0.022 -0.016
C 2.772 -0.440 -3.028 0.013 0.004 0.028
C 3.329 -0.671 -4.398 0.030 -0.025 0.024
C 4.261 0.204 -4.950 -0.018 0.016 0.004
C 4.759 -0.003 -6.228 0.005 0.008 -0.004
C 4.334 -1.092 -6.973 0.013 0.005 -0.017
C 3.413 -1.976 -6.430 0.000 -0.014 -0.018
C 2.916 -1.766 -5.154 0.024 0.032 0.007
H 2.166 1.994 -4.819 -0.012 0.015 0.032
H 2.393 2.784 -3.238 0.000 -0.007 -0.006
H 0.825 2.881 -4.057 0.014 -0.007 0.002
H 0.679 -0.226 -5.338 -0.023 0.017 0.027
H -0.814 0.401 -4.595 0.011 -0.015 0.002
H -0.213 -1.204 -4.149 -0.015 0.012 -0.003
H 2.547 -1.385 -2.531 0.024 0.007 -0.010
H 3.485 0.098 -2.397 -0.024 -0.013 -0.031
H 4.611 1.049 -4.369 0.004 0.007 0.009
H 5.485 0.684 -6.640 0.015 0.010 -0.005
H 4.725 -1.257 -7.968 0.007 -0.002 -0.019
H 3.084 -2.835 -7.001 -0.006 -0.011 -0.009
H 2.201 -2.463 -4.737 -0.043 -0.039 0.019
C 0.204 6.215 0.833 -0.026 0.033 -0.006
N 1.240 5.193 0.962 0.028 0.096 0.032
C 2.617 5.621 1.194 0.037 0.021 0.004
C 0.956 3.934 0.800 -0.034 -0.063 -0.032
N 0.700 2.812 0.658 -0.026 -0.135 -0.007
H 0.411 6.852 -0.028 -0.003 -0.007 0.015
H 0.180 6.824 1.736 -0.001 0.000 -0.008
H -0.764 5.739 0.701 -0.001 0.004 -0.001
H 2.971 6.219 0.354 0.002 -0.005 0.016
H 3.255 4.748 1.308 0.005 0.011 0.000
H 2.663 6.216 2.106 0.010 0.001 -0.005

=====

2.
71
Properties=species:S:1:pos:R:3:forces:R:3 method="wB97M-V/def2-TZVPD" total_energy_ev=-110576.209 total_charge=+1 e_homo_ev=-10.824 orbital_gap_ev=8.4 largest_force_ev_per_a=0.33 lumo_energy_ev=-2.41 multiplicity=1
Ba 0.216 -2.636 -0.480 0.310 -0.060 -0.082
O -1.161 -3.524 -2.444 -0.125 0.092 0.004
C -2.171 -3.028 -1.867 0.011 0.037 0.030
O -2.317 -3.056 -0.612 0.062 0.054 -0.038
C -3.142 -2.202 -2.659 -0.050 -0.045 -0.027
C -4.174 -2.789 -3.379 0.027 0.010 0.021
C -5.073 -1.991 -4.068 -0.020 0.022 -0.015
C -4.940 -0.608 -4.050 -0.013 -0.026 -0.004
C -3.901 -0.024 -3.345 0.030 -0.008 0.022
C -2.995 -0.813 -2.639 0.002 0.089 0.011
P -1.565 -0.067 -1.765 0.057 -0.232 -0.079
C -2.297 0.932 -0.431 -0.063 -0.033 0.030
C -1.575 1.988 0.130 0.034 0.022 0.008
C -2.086 2.698 1.206 0.026 -0.013 -0.015
C -3.313 2.343 1.753 -0.013 -0.010 0.011
C -4.021 1.276 1.220 -0.001 0.002 0.011
C -3.519 0.572 0.134 0.004 0.044 -0.018
C -0.937 1.123 -2.992 0.001 -0.010 -0.009
C 0.011 0.641 -3.895 -0.002 0.028 0.048
C 0.502 1.453 -4.904 0.000 0.030 -0.025
C 0.057 2.764 -5.015 0.018 -0.033 -0.016
C -0.885 3.252 -4.123 -0.034 -0.007 0.040
C -1.386 2.435 -3.118 -0.018 0.036 -0.023
H -4.272 -3.867 -3.397 -0.001 0.003 0.002
H -5.879 -2.450 -4.625 0.002 0.005 0.000
H -5.641 0.013 -4.592 0.001 -0.002 0.001
H -3.786 1.053 -3.351 -0.011 -0.010 -0.005
H -0.613 2.270 -0.285 -0.007 0.012 -0.032
H -1.527 3.529 1.616 -0.005 0.001 -0.004
H -3.712 2.896 2.593 -0.006 0.002 -0.006
H -4.975 0.993 1.646 0.004 -0.001 -0.002
H -4.082 -0.256 -0.278 0.001 -0.006 -0.006
H 0.355 -0.386 -3.817 0.001 -0.004 0.003
H 1.230 1.066 -5.605 -0.003 0.001 0.002
H 0.442 3.402 -5.800 0.000 -0.001 0.004
H -1.241 4.270 -4.212 0.005 -0.004 0.000
H -2.134 2.823 -2.439 0.024 0.002 0.035
C 0.759 -2.427 4.336 0.035 0.004 0.005
As 0.496 -1.407 2.701 -0.057 0.071 0.126
C -1.072 -0.382 3.222 -0.028 -0.028 -0.007
C 1.925 -0.049 2.851 -0.006 0.027 0.005
C 1.893 0.753 4.115 -0.006 -0.006 -0.007
C 2.576 0.324 5.252 0.001 0.001 -0.001
C 2.519 1.053 6.431 -0.001 0.002 0.001
C 1.778 2.225 6.490 0.006 -0.004 0.001
C 1.101 2.666 5.362 -0.004 -0.005 -0.006
C 1.159 1.935 4.185 -0.006 0.009 0.006
H 0.759 -1.760 5.197 0.000 0.003 0.002
H 1.704 -2.968 4.296 -0.001 -0.008 0.005
H -0.053 -3.145 4.435 -0.005 -0.003 0.003
H -0.901 0.114 4.177 0.000 0.002 0.002
H -1.917 -1.063 3.309 0.005 -0.007 0.005
H -1.306 0.361 2.461 -0.002 0.015 -0.012
H 1.816 0.595 1.977 0.004 0.006 -0.002
H 2.866 -0.590 2.744 0.003 -0.006 0.003
H 3.167 -0.584 5.210 -0.001 0.001 0.000
H 3.060 0.709 7.302 -0.002 -0.001 -0.003
H 1.736 2.795 7.409 0.001 -0.003 -0.004
H 0.530 3.585 5.398 0.002 -0.003 0.000
H 0.631 2.288 3.306 -0.003 -0.005 -0.002
C 6.230 -0.965 -1.375 -0.013 -0.028 -0.015
N 5.260 -1.874 -1.987 -0.048 0.021 -0.020
C 5.733 -2.815 -3.003 -0.001 0.016 0.021
C 4.072 -2.014 -1.462 0.069 0.026 0.093
N 3.019 -2.116 -0.986 -0.195 -0.088 -0.071
H 6.993 -1.528 -0.836 0.002 0.003 0.001
H 5.719 -0.299 -0.685 -0.002 0.002 -0.001
H 6.703 -0.371 -2.156 0.003 0.000 0.001
H 6.464 -3.503 -2.575 0.001 -0.002 -0.002
H 6.196 -2.258 -3.816 0.003 -0.003 -0.001
H 4.893 -3.381 -3.396 -0.001 0.000 -0.003

=====

3.
86
Properties=species:S:1:pos:R:3:forces:R:3 method="wB97M-V/def2-TZVPD" total_energy_ev=-211267.715 total_charge=-1 e_homo_ev="-5.249 / -5.249" orbital_gap_ev="6.6 / 4.5" largest_force_ev_per_a=3.72 lumo_energy_ev="1.37 / -0.77" multiplicity=2
Rb 1.793 -1.238 -1.596 0.146 0.351 0.234
N 3.429 2.243 5.466 1.632 -0.835 3.241
C 3.056 2.597 4.247 -1.671 0.261 -2.963
C 3.697 1.996 3.125 -1.986 0.626 -0.054
C 2.990 1.907 1.908 -0.006 0.380 1.079
C 1.737 2.510 1.818 0.502 -0.347 -0.731
C 1.312 3.445 2.777 0.306 -0.880 -0.669
C 1.880 3.446 4.008 2.255 -0.834 1.307
S 0.632 1.894 0.560 0.403 0.334 0.316
O -0.321 2.947 0.303 -0.912 -0.088 0.405
O 0.084 0.623 1.106 0.829 1.266 -0.804
N 1.589 1.601 -0.636 0.162 -0.993 -0.416
C 1.603 2.179 -1.859 -0.497 0.926 0.214
N 2.192 1.488 -2.827 0.279 -0.642 -1.301
C 2.180 1.984 -4.090 0.048 -2.164 1.273
C 1.623 3.196 -4.362 0.090 0.775 -1.549
C 1.022 3.869 -3.299 -0.008 -0.163 0.083
N 1.017 3.385 -2.093 -0.117 -0.196 1.060
H 4.035 1.443 5.685 -0.547 0.572 -0.816
H 3.282 2.792 6.293 -0.426 0.312 -0.231
H 4.581 1.421 3.251 0.747 -0.217 0.202
H 3.423 1.388 1.053 -0.330 -0.112 0.290
H 0.594 4.176 2.497 -1.096 0.088 -0.012
H 1.454 4.010 4.846 0.274 -0.016 -0.365
H 2.507 1.189 -4.824 -0.015 1.530 0.459
H 1.672 3.592 -5.380 -0.286 -0.025 0.355
H 0.453 4.795 -3.369 0.328 0.088 -0.542
C -4.640 0.900 3.110 0.246 0.042 1.988
Sb -2.623 1.315 2.370 -0.026 -0.552 -0.128
C -2.894 3.445 2.355 -0.235 0.050 0.272
C -3.360 0.930 0.326 -0.151 0.283 0.436
H -4.695 1.205 4.217 -0.008 0.058 -1.565
H -4.847 -0.171 3.194 0.150 -0.072 -0.451
H -5.427 1.370 2.533 -0.161 0.207 -0.012
H -2.796 3.971 3.304 0.157 -0.433 0.280
H -3.926 3.587 2.056 -0.119 0.289 -0.468
H -2.166 3.880 1.685 -0.071 0.037 -0.442
H -2.695 1.032 -0.551 -0.160 0.401 0.736
H -4.230 1.625 0.329 0.466 -0.566 -0.568
H -3.697 -0.113 0.338 -0.186 0.215 0.091
F 3.257 -3.606 -1.624 0.574 -0.083 0.179
As 4.777 -3.091 -2.391 -0.655 1.614 -0.386
F 3.654 -2.289 -3.572 1.002 -0.264 0.793
F 4.765 -1.592 -1.344 -0.343 -1.471 -0.958
F 6.154 -2.386 -3.226 -0.748 -0.883 0.620
F 5.672 -3.907 -1.135 -0.126 0.313 -0.700
F 4.754 -4.512 -3.398 0.288 0.542 0.481
N -3.184 -7.321 0.569 1.215 2.937 -1.452
C -2.751 -6.324 0.112 -1.678 -2.690 1.357
C -2.122 -5.114 -0.354 0.068 0.093 -0.624
C -2.488 -4.433 -1.536 1.071 0.368 0.138
C -1.653 -3.369 -1.969 -1.208 -0.506 1.928
N -0.685 -2.930 -1.128 -0.218 0.368 -3.153
C -0.347 -3.600 -0.060 1.003 1.117 0.741
C -1.027 -4.691 0.388 -1.013 -0.194 0.318
H -3.408 -4.676 -2.042 0.075 -0.269 -0.325
H -1.923 -2.811 -2.892 0.541 -0.284 0.862
H 0.513 -3.161 0.470 -0.467 -0.424 0.110
H -0.897 -5.053 1.390 0.524 -0.569 0.058
N 0.771 -0.832 5.191 -0.934 0.464 1.593
C 2.051 -1.268 5.147 0.369 2.296 0.303
O 2.841 -0.843 5.997 -0.081 -1.276 -0.296
C 2.509 -2.017 3.945 0.053 -1.252 -0.088
C 3.630 -2.877 4.061 -1.563 1.013 1.173
C 4.044 -3.523 2.949 1.790 -0.861 -0.747
C 3.491 -3.244 1.692 0.702 -1.391 -1.046
N 2.429 -2.501 1.596 -1.552 0.690 -0.120
C 1.879 -1.975 2.709 0.719 1.429 -0.191
H 0.440 -0.282 6.016 0.966 -0.725 -1.226
H 0.097 -0.900 4.466 -0.221 -0.360 -0.706
H 4.020 -3.024 5.074 0.231 0.020 -0.595
H 4.898 -4.194 3.037 -0.189 0.036 -0.227
H 3.847 -3.689 0.695 -0.197 0.651 1.834
H 1.063 -1.269 2.519 -0.039 -0.396 0.069
Se -4.849 -1.583 -6.172 0.034 0.848 0.008
C -4.767 0.326 -6.034 -0.584 -0.326 0.013
C -4.908 1.143 -7.181 -0.412 -2.954 0.240
C -4.843 2.486 -7.061 0.890 1.382 0.205
C -4.514 3.119 -5.825 -1.008 -1.510 -0.017
C -4.502 2.310 -4.660 -0.058 -0.256 -1.774
C -4.682 0.914 -4.773 0.534 0.810 -0.628
H -5.152 0.530 -8.081 0.398 1.249 0.362
H -4.924 3.019 -7.992 -0.101 0.650 0.028
H -4.424 4.204 -5.793 0.144 -0.348 0.160
H -4.316 2.745 -3.713 0.047 0.355 0.806
H -4.711 0.240 -3.943 0.152 0.085 0.641